Entry 1:
Formula: C33H73BO14
Source: the Open Molecules 2025 dataset
Level of theory: the ωB97M-V functional and the def2-TZVPD basis

Geometry as XYZ:
```
121
Properties=species:S:1:pos:R:3:forces:R:3:mulliken_charge:R:1
O 5.44123 -0.63975 1.14846 -0.1 -0.2 -0.8 -0.650
C 5.46013 -1.34120 0.14724 0.2 0.4 0.3 -0.495
C 6.57299 -2.28291 -0.08268 0.4 -0.1 0.3 0.028
C 6.67448 -3.05938 -1.15187 -1.1 -0.2 -0.6 0.775
C 7.77300 -4.01601 -1.41903 1.2 0.2 -0.3 -1.626
C 9.09199 -3.29159 -1.66867 0.7 0.2 -0.2 0.290
C 9.09463 -2.28165 -2.92212 -2.0 -0.8 0.4 -0.788
O 9.08666 -2.01554 -1.36521 -0.7 0.7 0.6 -0.334
C 5.57603 -3.02760 -2.16207 0.0 -0.7 -0.7 0.312
O 5.56442 -3.77749 -3.12219 0.0 0.5 0.5 -0.636
C 4.44921 -2.06909 -1.94343 -0.1 0.3 -0.1 0.220
O 3.45697 -2.05626 -2.88159 0.0 -0.4 0.0 -0.561
B 2.34447 -2.67241 -2.30894 -1.2 -0.2 0.0 1.133
O 1.39222 -1.95150 -1.58033 1.1 0.0 -0.2 -0.672
O 2.13148 -4.01767 -2.44376 1.2 0.1 0.0 -0.521
C 4.40356 -1.27777 -0.87452 0.2 0.1 0.3 -0.301
H 7.34688 -2.30687 0.66469 0.1 0.1 0.3 0.582
H 7.62556 -4.55539 -2.34426 -0.5 -0.6 0.1 0.360
H 7.95790 -4.67110 -0.57568 -0.2 -0.3 0.1 0.559
H 9.98003 -3.86822 -1.53326 0.7 -0.3 0.0 0.469
H 8.73303 -1.27118 -3.11785 1.9 0.5 -0.9 0.412
H 8.10660 -2.72702 -3.22988 -0.4 0.7 0.4 0.196
H 1.52027 -2.19096 -0.65812 -0.5 0.3 0.4 0.255
H 1.75534 -4.34351 -1.62493 -0.6 -0.3 -0.1 0.218
H 3.60212 -0.58060 -0.70925 -0.2 0.2 0.0 0.743
C 5.01785 -4.29406 5.24530 0.2 -0.2 0.1 -1.353
C 5.65931 -3.61137 4.04646 -0.6 -0.1 -0.1 0.398
C 4.74778 -2.54980 3.45750 0.0 0.0 0.0 -0.750
O 5.97485 -4.57373 3.03553 0.3 0.0 0.1 -0.483
H 4.08804 -4.78924 4.95030 -0.1 0.1 0.0 0.286
H 5.67946 -5.06073 5.65065 0.0 0.0 0.0 0.328
H 4.79114 -3.57672 6.03482 0.0 0.0 0.0 0.382
H 6.60711 -3.16381 4.34772 0.1 -0.1 -0.1 0.340
H 3.81263 -3.00327 3.11115 0.0 0.0 0.1 0.259
H 5.21353 -2.08420 2.59795 0.1 0.0 0.2 -0.107
H 4.50659 -1.77511 4.18677 0.0 0.0 0.0 0.417
H 5.14996 -4.97750 2.74509 -0.1 0.0 -0.1 0.283
C 1.84757 -8.22111 0.58457 -0.1 0.1 -0.1 -1.403
C 2.99420 -7.25634 0.32687 0.1 -0.4 0.4 0.567
C 4.34338 -7.93793 0.49153 0.1 0.1 -0.1 -1.257
O 2.90137 -6.13895 1.21681 0.0 0.3 -0.2 -0.518
H 1.89059 -8.60192 1.60856 0.1 -0.1 0.0 0.344
H 0.88830 -7.71665 0.46658 0.0 0.0 0.0 0.324
H 1.88202 -9.06835 -0.10090 0.0 0.0 0.0 0.398
H 2.91130 -6.85087 -0.68242 0.0 0.1 0.0 0.249
H 4.46225 -8.31000 1.51293 -0.1 -0.1 0.0 0.335
H 5.15389 -7.23178 0.30735 0.0 0.0 0.0 0.221
H 4.44983 -8.77708 -0.19651 0.0 0.0 0.0 0.426
H 2.96973 -6.47587 2.11582 -0.1 -0.1 0.0 0.310
C -2.80268 -0.13429 -0.41141 0.0 -0.1 0.1 -1.415
C -1.56246 0.72121 -0.60603 -0.2 -0.4 -0.4 0.957
C -1.59918 1.45627 -1.93483 0.1 0.1 0.1 -1.248
O -0.38890 -0.09509 -0.53752 0.0 0.3 0.3 -0.499
H -2.87267 -0.89710 -1.19375 0.1 0.1 -0.1 0.391
H -2.76104 -0.65795 0.54479 0.0 0.1 0.0 0.324
H -3.70440 0.47271 -0.43417 0.0 0.0 0.0 0.319
H -1.48732 1.44183 0.20911 0.1 -0.1 0.1 0.007
H -1.62729 0.74843 -2.76745 -0.1 0.0 0.0 0.183
H -0.70474 2.06235 -2.06365 0.0 0.0 0.0 0.272
H -2.47314 2.10635 -2.00488 0.0 0.0 0.0 0.474
H -0.42895 -0.73983 -1.25093 0.1 0.0 -0.1 0.270
C 1.49590 0.49959 -3.92763 -0.2 0.0 0.0 -0.545
C 0.78458 1.24358 -5.04932 0.5 0.2 0.2 0.617
C 1.75024 1.62369 -6.16100 -0.1 0.0 -0.1 -1.594
O 0.15733 2.41962 -4.53163 -0.2 -0.1 -0.2 -0.576
H 2.26966 1.12794 -3.47578 0.1 0.0 -0.1 0.282
H 0.79616 0.23765 -3.13544 0.0 0.0 0.0 -0.120
H 1.96597 -0.41384 -4.29545 0.1 0.0 0.0 0.296
H -0.00990 0.61830 -5.45398 -0.1 0.1 0.0 0.168
H 2.53078 2.28910 -5.78031 0.0 -0.1 0.1 0.447
H 1.22725 2.15916 -6.95462 0.0 0.0 0.0 0.318
H 2.22709 0.74151 -6.59102 0.0 0.0 0.0 0.310
H 0.84582 2.98513 -4.16840 0.1 0.0 0.0 0.400
C -0.65274 -3.04497 -8.61530 -0.2 0.0 0.0 -1.324
C -0.48301 -1.58046 -8.24117 0.4 -0.3 0.0 0.377
C 0.73724 -0.97415 -8.91703 0.0 0.2 0.0 -1.134
O -0.37384 -1.45009 -6.82275 -0.2 0.2 0.0 -0.447
H 0.21474 -3.62583 -8.29023 0.1 0.0 -0.1 0.343
H -1.52860 -3.46633 -8.12159 0.0 0.0 0.0 0.326
H -0.76696 -3.16824 -9.69312 0.0 0.0 0.0 0.381
H -1.37472 -1.02356 -8.53015 0.0 0.0 0.1 0.290
H 1.64708 -1.49284 -8.60146 0.0 -0.1 0.0 0.305
H 0.84783 0.07355 -8.63770 0.0 0.0 0.0 0.173
H 0.66176 -1.03891 -10.00334 0.0 0.0 0.0 0.421
H 0.40780 -1.93685 -6.54216 0.0 0.0 0.0 0.283
C -5.48044 4.05268 2.26258 -0.1 -0.2 0.1 -1.087
C -4.23581 3.23450 1.96241 -0.1 0.5 -0.4 0.343
C -3.03043 4.13372 1.73312 0.2 -0.1 0.0 -1.252
O -4.44825 2.40694 0.81485 0.1 -0.2 0.2 -0.466
H -5.72399 4.70647 1.41874 0.1 0.0 0.0 0.335
H -6.33908 3.39752 2.41912 0.0 0.0 0.0 0.317
H -5.34476 4.67020 3.14950 0.0 0.0 -0.1 0.275
H -4.03471 2.55710 2.79308 0.0 -0.1 -0.1 0.252
H -3.19953 4.78792 0.87306 -0.1 0.0 0.0 0.336
H -2.14243 3.53811 1.51718 0.0 0.0 0.0 0.290
H -2.82987 4.75575 2.60666 0.0 0.0 0.0 0.360
H -4.62807 2.98510 0.06684 0.0 0.1 0.0 0.330
C -6.55276 8.26832 5.51077 -0.1 -0.1 0.1 -0.924
C -5.30937 7.45160 5.19893 -0.1 0.5 -0.3 0.405
C -4.09753 8.34435 4.97949 0.2 -0.1 0.0 -1.468
O -5.53757 6.64463 4.04069 0.1 -0.1 0.3 -0.385
H -6.79736 8.93603 4.68000 0.1 0.1 0.0 0.337
H -7.41249 7.61769 5.65827 0.0 0.0 0.1 0.025
H -6.41762 8.87303 6.40845 0.0 0.0 0.0 0.362
H -5.11015 6.76016 6.01880 0.0 -0.1 -0.1 0.276
H -4.26381 9.01271 4.13036 -0.1 0.1 0.0 0.360
H -3.21578 7.74441 4.75197 0.0 0.0 0.0 0.328
H -3.88770 8.95129 5.86103 0.0 0.0 0.0 0.396
H -5.71672 7.23430 3.30121 0.0 0.0 0.0 0.268
C -11.23345 4.66811 5.83484 -0.1 0.1 -0.1 -1.394
C -10.05552 5.60632 5.61998 0.0 -0.3 0.5 0.418
C -8.73494 4.92453 5.93970 0.1 0.0 -0.1 -0.778
O -10.20867 6.77431 6.42823 0.0 0.2 -0.3 -0.551
H -11.28323 4.34994 6.87978 0.1 -0.1 0.0 0.351
H -12.17153 5.17366 5.60474 0.0 0.0 0.0 0.328
H -11.15285 3.77992 5.20674 0.0 0.0 0.0 0.369
H -10.04727 5.94990 4.58502 0.0 0.1 0.0 0.286
H -8.70354 4.61283 6.98784 -0.1 -0.1 0.0 0.333
H -7.90350 5.60879 5.78337 0.0 0.0 -0.1 -0.084
H -8.57900 4.04448 5.31438 0.0 0.0 0.0 0.349
H -10.21875 6.49406 7.34838 0.0 0.0 0.1 0.357
```
Positions in Å, forces in eV/Å.

Results
**E_HOMO**: -9.1 eV
**Lowest unoccupied orbital energy**: -1.52 eV
**Kohn-Sham gap**: 7.54 eV
**Total energy**: -2379.2695 Eh
**Maximum force**: 0.042 Eh/bohr
**Net charge**: 0
**SMILES**: O=C1C=C(C[C@H]2CO2)C(=O)C(OB(O)O)=C1.CC(C)O.CC(C)O.CC(C)O.CC(C)O.CC(C)O.CC(C)O.CC(C)O.CC(C)O

---

Entry 2:
Formula: C21H19F3N7O8S
Source: the Open Molecules 2025 dataset
Level of theory: the ωB97M-V functional and the def2-TZVPD basis

Geometry as XYZ:
```
59
Properties=species:S:1:pos:R:3:forces:R:3:mulliken_charge:R:1
N -0.33951 -5.90055 -0.91538 0.0 0.3 0.5 -0.339
C 0.32816 -5.93976 0.22163 -0.4 0.0 -0.5 0.567
N 1.28146 -6.84768 0.47696 0.4 -0.4 0.0 -0.544
C 1.69572 -6.59984 1.68881 -0.3 -0.4 -1.0 0.027
N 1.04085 -5.55651 2.20982 0.3 0.5 1.5 0.236
S 1.28481 -4.93979 3.78636 1.1 0.9 1.3 1.102
O 2.41017 -5.62003 4.30094 -0.1 -0.9 -0.4 -0.612
O 1.30038 -3.52910 3.74368 -0.9 0.2 -0.6 -0.520
C -0.23960 -5.54832 4.66944 -0.2 -0.4 -1.1 0.732
F -1.28362 -5.07973 3.98121 0.0 0.2 0.3 -0.209
F -0.23698 -6.86855 4.56493 0.0 0.0 0.3 -0.205
F -0.24352 -5.14691 5.90191 0.0 0.1 0.1 -0.147
N 0.15166 -5.11982 1.27288 -0.1 -0.2 -0.6 -0.310
H -0.99446 -5.16316 -1.10273 -0.2 -0.1 -0.3 0.236
H -0.13133 -6.60654 -1.59919 0.0 0.0 -0.2 0.260
H 2.45918 -7.16628 2.18202 0.2 0.1 0.5 0.472
H -0.47992 -4.34271 1.39476 0.1 0.2 0.3 0.222
C 4.84740 -0.09921 4.72974 0.0 0.0 0.0 -0.524
C 3.88220 -1.01317 4.32461 0.1 0.1 0.0 -0.343
C 2.98357 -0.67058 3.32945 0.0 -0.3 0.1 -0.324
C 3.06682 0.58085 2.75179 0.1 0.0 0.1 0.009
C 4.01401 1.50702 3.14539 0.1 0.2 0.0 -0.442
C 4.90968 1.15913 4.14399 0.0 -0.1 0.0 -0.459
N 2.12220 0.91634 1.67970 0.1 0.0 0.1 1.098
O 1.29949 0.06559 1.37492 0.1 -0.1 -0.1 -0.696
O 2.21094 2.00333 1.15667 0.1 0.0 0.0 -0.552
H 5.55280 -0.36773 5.50466 0.0 0.0 0.0 0.399
H 3.83158 -1.99085 4.78417 0.0 0.0 0.0 0.381
H 2.22829 -1.37142 3.01328 0.0 0.1 -0.1 0.620
H 4.06180 2.48283 2.68524 -0.1 0.0 -0.1 0.465
H 5.65916 1.86906 4.46359 0.0 0.0 0.0 0.385
C -0.77031 2.30943 0.46911 -0.2 0.1 0.0 -0.316
C -1.44705 2.48641 -0.73056 0.1 0.0 0.1 -0.640
C -2.26893 3.58625 -0.91332 0.0 -0.1 -0.2 -0.208
C -2.39808 4.50223 0.11323 0.1 -0.2 0.0 -0.091
C -1.73868 4.34232 1.31823 0.1 0.0 0.2 -0.448
C -0.92243 3.23695 1.49300 0.0 -0.1 -0.1 -0.336
N -3.25117 5.68276 -0.08491 0.0 0.0 0.0 1.027
O -3.83067 5.78637 -1.14538 -0.1 0.0 -0.1 -0.611
O -3.32249 6.48410 0.82213 0.0 0.1 0.1 -0.611
H -0.11978 1.46044 0.60570 -0.1 0.0 -0.1 0.414
H -1.33442 1.76646 -1.52894 0.0 0.0 0.0 0.422
H -2.79703 3.72078 -1.84580 -0.1 0.1 0.1 0.594
H -1.85484 5.06572 2.11139 -0.1 0.1 -0.1 0.459
H -0.39932 3.10068 2.43030 0.0 0.0 0.0 0.384
C -1.63852 3.89748 -7.49429 0.0 0.0 0.0 -0.421
C -1.42178 4.12475 -6.14185 0.0 0.0 -0.1 -0.561
C -1.90760 3.23162 -5.20189 0.1 0.1 0.2 0.014
C -2.60363 2.11750 -5.63524 0.1 0.2 -0.1 0.142
C -2.83405 1.87831 -6.97754 -0.1 -0.1 -0.2 -0.503
C -2.34657 2.77791 -7.91069 0.1 0.1 0.1 -0.434
N -3.10472 1.15733 -4.64326 0.0 0.1 -0.1 1.027
O -2.90696 1.40277 -3.46963 0.1 0.0 0.2 -0.614
O -3.68516 0.17390 -5.04817 0.0 -0.1 0.0 -0.613
H -1.25431 4.59520 -8.22625 0.0 0.0 0.0 0.383
H -0.87259 4.99802 -5.81924 0.0 0.0 0.0 0.391
H -1.74105 3.40725 -4.14955 0.0 -0.1 0.0 0.337
H -3.38397 1.00630 -7.29798 0.0 0.0 0.1 0.446
H -2.51730 2.60486 -8.96388 0.0 0.0 0.0 0.378
```
Positions in Å, forces in eV/Å.

Results
**E_HOMO**: -11.1 eV
**Lowest unoccupied orbital energy**: -4.28 eV
**Kohn-Sham gap**: 6.85 eV
**Total energy**: -2494.0731 Eh
**Maximum force**: 0.038 Eh/bohr
**Net charge**: +1